Record 1
Entry from the Open Molecules 2025 dataset: a structure of composition C30H27BrCl2CrN5O5 in a non-equilibrium geometry (ωB97M-V/def2-TZVPD).

```
71
Properties=species:S:1:pos:R:3:forces:R:3:lowdin_charge:R:1
Cr -1.04550 0.34190 0.37350 0.012 0.323 1.315 0.80
O -0.37840 -0.73880 4.13500 -0.200 0.178 -0.033 0.06
C 0.38130 -1.85660 4.16930 0.288 -0.336 0.027 -0.26
C 0.88620 -2.27300 5.39760 -0.156 0.249 -0.129 -0.01
C 1.64680 -3.42000 5.48580 -0.031 -0.055 -0.031 -0.09
C 1.90880 -4.17150 4.35210 0.109 -0.132 0.003 -0.10
C 1.41690 -3.75920 3.12690 -0.044 0.137 0.075 -0.04
C 0.66410 -2.60060 3.01760 -0.085 0.454 -0.197 -0.08
C 0.01680 -2.18670 1.70100 -0.756 -1.516 -0.004 -0.37
O -0.04090 -0.84560 1.51320 -0.658 2.150 -0.749 -0.28
N 0.63970 -2.90660 0.55080 0.045 -0.285 0.172 0.02
N 1.00980 -2.31580 -0.58180 0.008 0.175 -0.491 0.02
C 1.57640 -1.16680 -0.60910 -0.106 -0.017 0.900 -0.25
C 1.81860 -0.47300 -1.85750 0.071 0.354 -0.722 -0.54
Br 1.10860 1.34990 -1.64910 0.248 -0.583 -0.091 0.86
C 2.36470 -0.79270 -3.03420 -0.210 0.613 0.353 -0.10
C 2.95240 -2.05590 -3.45950 0.125 -0.429 -0.143 -0.22
C 2.50060 -3.29470 -3.00740 -0.009 0.032 -0.010 -0.03
C 3.08460 -4.46270 -3.46060 0.129 -0.085 -0.034 -0.08
C 4.12600 -4.42020 -4.37280 -0.021 -0.039 0.008 -0.09
C 4.56340 -3.19610 -4.85520 0.096 -0.028 -0.035 -0.09
C 3.97660 -2.02640 -4.41230 -0.068 0.029 0.136 -0.04
H -0.58480 -0.55760 3.19720 0.053 0.090 0.239 0.05
H 0.65770 -1.67780 6.26710 -0.019 0.072 0.141 0.11
H 2.02370 -3.73270 6.44690 0.069 -0.050 0.109 0.10
H 2.49570 -5.07360 4.41910 0.073 -0.111 0.020 0.10
H 1.60940 -4.33760 2.23710 0.112 -0.056 -0.067 0.10
H -1.02720 -2.58240 1.72660 0.591 0.184 -0.007 0.14
H 0.15310 -3.77020 0.33810 0.002 0.328 -0.009 0.14
H 1.78140 -0.57590 0.28940 0.088 -0.327 -0.213 0.11
H 2.43270 -0.00370 -3.77270 -0.076 0.100 -0.007 0.10
H 1.68410 -3.33010 -2.30720 -0.031 -0.027 -0.020 0.08
H 2.72420 -5.41310 -3.09500 -0.025 -0.088 0.020 0.10
H 4.58990 -5.33510 -4.71080 0.024 -0.064 -0.057 0.10
H 5.36810 -3.15710 -5.57630 0.024 0.024 -0.034 0.10
H 4.32700 -1.07640 -4.79030 0.002 0.107 -0.036 0.11
Cl -3.47500 3.64760 -2.39620 -0.122 -0.016 -0.163 0.72
C -2.46930 3.93760 -1.03240 0.431 -1.196 0.394 -0.58
C -2.29340 5.23550 -0.56270 0.424 0.404 0.617 -0.11
C -1.48640 5.48950 0.52690 -0.326 -0.068 -0.507 -0.61
Cl -1.29550 7.11310 1.08600 0.008 0.218 0.024 0.71
C -0.81620 4.44700 1.20050 -0.087 -0.490 -0.084 -0.16
C 0.02900 4.59380 2.31870 0.059 -0.373 0.080 0.00
C 0.56550 3.47020 2.89910 -0.086 0.464 -0.097 -0.01
C 0.29140 2.20870 2.36270 -0.102 -0.368 -0.245 -0.06
N -0.47020 2.03740 1.29780 0.587 0.471 0.904 0.00
C -1.02790 3.12810 0.72680 -0.309 0.849 -0.354 -0.15
C -1.85260 2.84480 -0.40410 -0.025 2.119 0.333 -0.40
O -1.96470 1.61800 -0.76180 0.256 -2.226 0.079 -0.19
H -2.80320 6.04490 -1.06340 0.011 0.071 0.008 0.11
H 0.23630 5.58060 2.70220 0.008 0.053 0.081 0.10
H 1.19850 3.53980 3.76940 0.055 0.013 0.044 0.11
H 0.70500 1.31430 2.80940 0.007 -0.053 0.008 0.12
O -2.95920 -1.63810 1.53020 -0.053 0.990 0.513 -0.11
N -3.21590 -0.56960 2.08580 -1.627 -2.154 0.550 -0.16
O -2.56580 0.43800 1.75570 1.958 0.997 -1.407 -0.15
C -4.94780 -1.63590 -1.17810 0.018 -0.007 0.104 -0.02
C -3.72220 -2.30630 -1.82430 -0.794 -0.408 -0.327 -0.57
C -3.64890 -3.79050 -1.44090 0.130 0.107 0.081 -0.02
C -3.76110 -2.13780 -3.34650 0.138 0.039 0.067 -0.03
C -2.57830 -1.62340 -1.28260 1.600 0.871 0.631 -0.05
N -1.73240 -1.03640 -0.76640 -1.655 -1.567 -1.486 0.16
H -5.85210 -2.08280 -1.58450 -0.065 -0.049 -0.063 0.09
H -4.95660 -0.56690 -1.38220 -0.027 0.058 -0.057 0.10
H -4.93420 -1.77610 -0.09960 -0.009 -0.019 0.043 0.08
H -4.52690 -4.30400 -1.82550 -0.076 -0.010 -0.037 0.09
H -3.61840 -3.90380 -0.35950 -0.024 -0.014 0.080 0.09
H -2.75990 -4.25200 -1.86590 0.048 -0.071 -0.054 0.09
H -4.66580 -2.60390 -3.72760 -0.084 -0.052 -0.034 0.09
H -2.90010 -2.61320 -3.80890 0.080 -0.046 -0.086 0.09
H -3.76630 -1.08620 -3.62110 -0.021 0.095 -0.038 0.09
```
Positions in Å, forces in eV/Å.

Output
LUMO level (alpha / beta), eV: -1.34 / -0.81
ΔE to the lowest compared entry with this formula, charge and spin, kcal/mol: 10.9
Spin multiplicity: 2
HOMO (alpha / beta), eV: -8.0733 / -8.0711

***

Record 2
Entry from the Open Molecules 2025 dataset: a structure of composition C14H33AlNO2S2 (ωB97M-V/def2-TZVPD).

```
53
Properties=species:S:1:pos:R:3:forces:R:3:lowdin_charge:R:1
C -4.20509 2.04235 2.29509 0.040 0.073 -0.223 -0.12
C -3.02640 2.98868 2.56644 -0.233 -0.199 -0.040 -0.26
C -2.31481 3.48358 1.28923 -0.151 0.124 0.050 -0.19
C -0.78525 3.33308 1.29677 0.522 0.128 0.138 -0.19
N -0.16090 2.15481 0.70064 -0.624 -0.355 -0.264 -0.20
C -0.49781 0.85019 1.29068 0.077 -0.205 0.105 -0.22
C 0.66184 0.21719 2.05488 -0.086 0.384 0.347 -0.22
C 0.31274 -1.20048 2.52787 0.263 -0.170 0.174 -0.30
C 0.70885 -2.36796 1.58797 -0.419 0.159 -0.040 -0.35
Al 1.35272 -1.97439 -0.31215 0.007 -0.104 0.079 0.20
C -0.04377 2.19820 -0.70703 0.028 0.272 0.238 -1.15
S 1.33040 2.65292 -1.43051 0.166 0.151 -0.064 0.65
S -1.42721 2.03150 -1.79340 0.063 -0.201 -0.143 0.88
C -2.68339 0.96688 -1.04274 -0.232 -0.116 0.178 -0.50
C -2.55391 -0.54001 -1.32832 -0.186 -0.025 0.212 -0.31
C -3.89653 -1.14784 -1.74604 -0.050 0.202 0.079 -0.12
H -4.77085 2.37407 1.41577 0.039 -0.005 0.130 0.07
H -4.90318 2.00632 3.13341 0.087 -0.075 0.041 0.06
H -3.86201 1.02386 2.08822 -0.030 0.077 0.028 0.06
H -2.30411 2.47788 3.21230 -0.114 0.149 0.050 0.09
H -3.40993 3.85085 3.11975 0.138 -0.046 0.062 0.10
H -2.74853 3.00651 0.40852 0.139 0.163 0.085 0.06
H -2.53061 4.55222 1.17670 0.019 -0.087 -0.052 0.11
H -0.32216 4.19689 0.81062 -0.062 -0.060 -0.002 0.11
H -0.44708 3.35604 2.34115 -0.009 0.057 -0.065 0.12
H -1.32510 0.97875 1.99949 -0.070 -0.039 -0.140 0.11
H -0.82376 0.15062 0.51976 0.134 0.074 0.016 0.06
H 0.84567 0.85864 2.93152 0.089 -0.037 -0.109 0.10
H 1.57618 0.24640 1.45616 -0.106 -0.137 -0.085 0.09
H 0.78953 -1.35010 3.50645 -0.093 0.057 -0.040 0.08
H -0.76830 -1.23200 2.73429 0.058 0.046 -0.021 0.09
H -0.15039 -3.05181 1.51953 0.149 -0.040 -0.010 0.02
H 1.50736 -2.94600 2.07383 -0.050 0.002 -0.141 0.02
H 2.90735 -1.52103 -0.20356 0.079 -0.031 0.028 -0.12
H 0.51281 -0.75867 -1.00244 -0.080 0.028 -0.006 -0.11
H 1.09957 -3.33219 -1.19895 0.079 -0.009 0.051 -0.14
H -3.61723 1.34631 -1.47607 0.100 0.005 -0.008 0.07
H -2.75250 1.15215 0.03316 0.046 -0.060 -0.280 0.04
H -1.77887 -0.71736 -2.07336 -0.032 -0.067 0.057 0.09
H -2.22849 -1.04157 -0.41288 0.152 0.027 -0.153 0.09
H -4.70837 -0.72420 -1.14228 0.050 -0.083 -0.014 0.07
H -4.12765 -0.92921 -2.79264 0.012 -0.060 0.047 0.07
H -3.91082 -2.22749 -1.58982 0.047 0.016 -0.157 0.07
C 5.27546 -2.46629 -3.46024 -0.064 -0.153 0.097 -0.27
C 6.70067 -2.44329 -2.95168 0.038 -0.021 0.023 -0.25
O 7.00618 -3.62650 -2.21008 0.048 0.135 0.044 -0.08
O 4.33727 -2.57060 -2.42103 0.133 0.152 -0.330 -0.10
H 5.05838 -1.53857 -3.99372 0.027 -0.013 -0.057 0.12
H 5.16733 -3.30296 -4.17225 0.010 0.047 -0.044 0.11
H 6.83277 -1.61652 -2.25482 -0.004 0.004 0.010 0.12
H 7.40290 -2.32289 -3.78522 -0.014 0.058 0.000 0.11
H 7.02080 -4.36326 -2.82511 -0.053 -0.121 -0.061 0.08
H 4.67824 -3.18370 -1.76388 -0.074 -0.071 0.180 0.07
```
Positions in Å, forces in eV/Å.

Output
Net charge: -1
LUMO level, eV: 2.65
HOMO, eV: -4.5413

***

Record 3
Entry from the Open Molecules 2025 dataset: a structure of composition C33H44AsN4SW in a non-equilibrium geometry (ωB97M-V/def2-TZVPD).

```
84
Properties=species:S:1:pos:R:3:forces:R:3:lowdin_charge:R:1
W -0.15493 -1.22790 -0.41682 0.565 -0.180 -1.191 1.19
N 1.68678 -1.70991 -1.51216 -0.035 -0.311 0.463 -0.10
C 2.69925 -2.46394 -0.68952 -0.077 0.147 -0.159 -0.18
C 2.06969 -3.70950 -0.06046 -0.064 0.019 -0.001 -0.18
C 2.08252 -3.69654 1.46652 -0.005 -0.064 0.012 -0.17
C 1.30197 -2.55213 2.09029 -0.124 0.026 0.029 -0.21
N -0.09829 -2.45132 1.53260 0.273 0.324 -0.004 -0.06
H 1.45586 -2.25545 -2.34203 0.005 -0.010 -0.024 0.10
H 2.10727 -0.84185 -1.84137 0.008 0.016 -0.020 0.07
H 3.04403 -1.76088 0.06771 0.064 -0.015 0.040 0.11
H 3.55186 -2.71221 -1.31854 -0.004 -0.007 -0.042 0.14
H 2.55654 -4.61075 -0.43023 0.097 0.021 0.068 0.13
H 1.03342 -3.80296 -0.41474 -0.022 -0.015 -0.039 0.07
H 3.10718 -3.62817 1.83870 0.012 -0.039 -0.041 0.14
H 1.69779 -4.65080 1.83564 -0.028 0.019 0.011 0.13
H 1.77540 -1.58482 1.91470 0.039 0.012 -0.009 0.09
H 1.24615 -2.68626 3.16995 -0.011 -0.011 0.023 0.13
H -0.64560 -1.89209 2.19360 -0.022 -0.026 0.047 0.08
H -0.50945 -3.37721 1.55751 -0.032 -0.058 0.004 0.08
C 2.18353 6.76277 -1.92452 -0.012 -0.088 0.028 -0.01
C 1.87358 5.40467 -1.36125 0.018 0.163 -0.046 -0.22
C 2.49074 4.26236 -1.85435 0.076 -0.097 -0.070 0.02
C 2.22485 3.00623 -1.33008 0.035 0.252 -0.016 -0.28
C 2.91341 1.80800 -1.93509 0.027 -0.019 -0.012 -0.07
C 1.30204 2.91928 -0.27385 0.036 0.006 -0.090 -0.32
As 0.97331 1.11964 0.23750 -0.283 -0.169 0.321 1.35
N -0.26741 0.48793 -1.17370 -0.044 -0.481 -0.292 -0.35
C -0.87933 1.23298 -2.21035 0.011 0.020 0.678 -0.34
C -1.00280 0.65212 -3.47148 0.068 -0.121 -0.122 -0.04
C -1.60914 1.36164 -4.49054 -0.028 0.074 0.013 -0.04
C -2.10327 2.64129 -4.24870 -0.001 -0.045 -0.046 -0.03
C -1.98992 3.21196 -2.98722 0.029 -0.024 0.046 -0.03
C -1.37031 2.51508 -1.96279 -0.096 0.069 -0.109 -0.02
C -0.12298 0.84468 1.83674 0.067 0.126 0.049 -0.34
C 0.64193 0.92444 3.01641 -0.069 0.115 -0.024 -0.31
C 2.06098 1.44301 3.04932 -0.042 0.005 0.060 -0.04
C 0.06144 0.55936 4.22403 0.092 0.007 0.088 0.02
C -1.24827 0.10256 4.31326 -0.075 -0.023 0.128 -0.23
C -1.86795 -0.22067 5.64356 0.041 0.002 -0.074 -0.01
C -1.97047 -0.01796 3.12908 -0.034 -0.035 -0.036 -0.01
C -1.43533 0.33490 1.89257 -0.044 0.001 0.034 -0.31
C -2.30153 0.07472 0.68329 -0.025 0.211 0.191 -0.05
C 0.65169 4.04491 0.26486 0.135 0.185 -0.144 -0.26
C -0.38226 4.04499 1.36075 -0.005 -0.014 -0.116 -0.02
C 0.96733 5.26734 -0.31308 -0.032 0.023 0.142 0.02
H 2.80126 6.69689 -2.81733 0.000 -0.013 0.007 0.09
H 2.71787 7.36272 -1.18577 -0.003 -0.007 0.003 0.10
H 1.26843 7.29961 -2.17529 -0.008 -0.012 0.017 0.10
H 3.20151 4.35164 -2.66784 -0.019 0.006 0.016 0.13
H 3.65713 2.12328 -2.66385 -0.018 0.031 -0.001 0.10
H 2.19893 1.17611 -2.47677 -0.037 0.008 -0.013 0.06
H 3.43879 1.20857 -1.18599 -0.022 0.008 0.017 0.07
H -0.60293 -0.33947 -3.65635 -0.010 0.025 0.021 0.09
H -1.69412 0.92469 -5.47622 -0.003 0.006 0.007 0.12
H -2.57765 3.19417 -5.04882 0.014 -0.012 0.011 0.13
H -2.38112 4.20322 -2.80151 0.000 -0.008 -0.009 0.12
H -1.27903 2.95779 -0.98101 -0.007 -0.039 -0.056 0.09
H 2.48496 1.71134 2.08083 -0.032 -0.005 -0.074 0.04
H 2.73196 0.71238 3.50329 -0.014 0.003 0.034 0.10
H 2.11502 2.34954 3.65489 -0.014 -0.015 0.016 0.11
H 0.65030 0.65519 5.13126 -0.019 -0.009 -0.019 0.14
H -1.16444 -0.74366 6.29051 0.000 0.005 -0.002 0.09
H -2.76487 -0.82754 5.53503 0.007 -0.001 -0.010 0.09
H -2.15296 0.70033 6.15588 0.009 0.010 -0.017 0.11
H -2.99217 -0.38095 3.16984 0.016 0.009 0.009 0.13
H -3.31566 -0.19688 0.97295 0.005 0.037 0.117 0.12
H -2.03853 -0.84660 0.08916 -0.410 -0.137 0.005 -0.01
H -2.34754 0.89925 -0.01948 -0.082 0.006 -0.043 0.08
H -0.13440 3.40550 2.19738 0.094 -0.147 0.131 0.06
H -1.36174 3.73279 0.98354 0.013 -0.024 0.051 0.09
H -0.49706 5.05473 1.74954 -0.030 -0.010 -0.038 0.10
H 0.48619 6.15482 0.08418 0.027 -0.003 -0.032 0.14
S -1.38399 -2.72909 -1.91727 0.077 0.211 0.179 0.66
C -1.98031 -4.33158 -1.50467 0.001 0.102 -0.120 -0.60
N -2.57308 -4.95406 -2.55131 -0.066 -0.101 -0.068 0.07
C -3.11836 -6.18788 -2.49941 0.048 0.166 -0.098 0.01
C -3.09175 -6.89496 -1.32821 -0.022 -0.047 0.007 0.01
C -2.49615 -6.29759 -0.22298 0.023 -0.008 0.085 0.02
C -1.94607 -5.02751 -0.31061 -0.014 -0.038 0.003 -0.05
H -2.61440 -4.45383 -3.43382 0.002 0.003 0.001 0.16
H -3.55668 -6.55131 -3.41859 -0.004 -0.009 0.017 0.16
H -3.52757 -7.88216 -1.28196 0.010 0.010 0.015 0.14
H -2.46346 -6.83002 0.71946 0.004 0.017 -0.009 0.14
H -1.49762 -4.57301 0.55158 0.003 -0.009 0.087 0.08
```
Positions in Å, forces in eV/Å.

Output
Net charge: +3
LUMO level (alpha / beta), eV: -9.47 / -9.19
Spin multiplicity: 3
HOMO (alpha / beta), eV: -15.7474 / -15.9699

***

Record 4
Entry from the Open Molecules 2025 dataset: a structure of composition C17H24N3O7P2Pd in a non-equilibrium geometry (ωB97M-V/def2-TZVPD).

```
54
Properties=species:S:1:pos:R:3:forces:R:3:lowdin_charge:R:1
Pd 0.26579 0.09007 -0.64481 -0.313 0.481 -1.178 1.26
C 3.49667 -0.60176 -3.32333 0.064 -0.036 -0.023 -0.02
C 4.39382 -1.28871 -2.51490 -0.041 0.035 -0.040 -0.01
C 4.03956 -1.62353 -1.21931 -0.014 -0.034 0.067 0.03
C 2.78866 -1.25947 -0.75229 -0.216 0.027 0.220 -0.18
N 1.94140 -0.58073 -1.55201 -0.008 -0.127 0.381 -0.02
C 2.26856 -0.25489 -2.80152 -0.065 -0.064 0.007 -0.07
C 2.19497 -1.57230 0.55984 -0.128 -0.154 -0.248 -0.15
C 2.74651 -2.35320 1.57209 0.011 0.003 -0.015 0.00
C 1.98276 -2.68451 2.68328 -0.026 0.020 0.006 -0.04
C 0.66042 -2.27162 2.79525 0.045 -0.021 -0.039 -0.03
C 0.06767 -1.48435 1.80527 0.070 0.030 0.120 -0.05
C 0.88175 -1.16277 0.76000 0.157 0.337 -0.088 -0.14
H 3.73903 -0.34104 -4.34285 0.007 0.002 0.005 0.12
H 5.36589 -1.56795 -2.89776 0.000 -0.002 -0.004 0.13
H 4.71945 -2.16736 -0.57947 -0.004 -0.002 -0.003 0.12
H 1.52080 0.27594 -3.37885 0.024 -0.011 0.022 0.13
H 3.76241 -2.71626 1.48428 -0.001 -0.009 0.001 0.12
H 2.41891 -3.29157 3.46422 0.001 -0.004 -0.002 0.12
H 0.06934 -2.56096 3.65364 0.017 -0.009 0.013 0.12
H -0.96192 -1.15347 1.86705 0.105 -0.023 -0.040 0.11
O -1.39128 1.71725 -2.23512 0.182 -0.011 0.138 -0.16
P -2.36257 1.37732 -0.97039 -0.069 -0.069 -0.019 0.23
O -3.31817 2.42256 -0.64568 0.005 -0.070 -0.041 -0.22
O -1.29613 1.01455 0.10099 -0.183 -0.127 0.423 -0.38
O -3.01249 -0.00685 -1.43705 0.082 0.120 0.269 -0.23
P -2.40668 -1.49867 -1.19886 0.181 -0.264 -0.417 0.25
O -2.65047 -1.78053 0.34883 -0.014 0.183 0.233 -0.11
O -3.05731 -2.43069 -2.10302 0.018 -0.074 -0.026 -0.21
O -0.85162 -1.38875 -1.31255 -0.094 0.013 0.088 -0.36
H -1.88756 1.88804 -3.04676 0.008 -0.014 -0.016 0.10
H -3.54688 -2.09049 0.53077 -0.011 -0.044 -0.073 0.11
C 1.51251 5.52485 2.30056 -0.020 -0.012 -0.013 -0.05
C 0.33902 4.64895 1.89117 0.016 0.017 0.015 -0.18
N 0.61390 3.85311 0.68293 -0.023 0.134 0.045 -0.04
C 0.49820 4.55910 -0.60177 0.024 -0.013 -0.007 -0.17
C 1.84204 4.88677 -1.24112 -0.012 0.009 -0.012 -0.05
C 0.93497 2.57605 0.73640 0.003 -0.096 -0.025 -0.39
C 1.02977 1.88342 2.06030 0.003 0.058 -0.008 0.01
N 1.20436 1.86555 -0.35739 0.078 -0.255 0.268 0.02
H 1.27005 6.05885 3.21849 -0.005 0.004 -0.001 0.09
H 1.74121 6.26656 1.53603 0.008 0.006 -0.004 0.07
H 2.40792 4.92779 2.47864 0.002 -0.004 0.003 0.08
H -0.53724 5.25657 1.66738 -0.010 -0.004 0.000 0.13
H 0.04947 3.98191 2.69698 0.006 -0.008 -0.011 0.11
H -0.05456 5.47439 -0.40270 0.003 0.007 0.004 0.13
H -0.13422 3.96610 -1.26722 -0.017 -0.015 -0.011 0.11
H 2.43990 5.52237 -0.59015 0.000 0.007 0.001 0.07
H 1.67664 5.42007 -2.17671 0.008 0.000 -0.004 0.09
H 2.42796 3.99345 -1.45913 0.000 0.003 0.004 0.07
H 0.02766 1.73683 2.46672 0.007 -0.004 0.005 0.11
H 1.61714 2.46304 2.76988 -0.011 0.020 -0.004 0.10
H 1.49917 0.91469 1.93182 0.033 0.045 0.008 0.07
H 1.01493 2.37470 -1.21681 0.119 0.018 0.026 0.05
```
Positions in Å, forces in eV/Å.

Output
Net charge: +1
LUMO level, eV: -4.40
ΔE to the lowest compared entry with this formula, charge and spin, kcal/mol: 14.2
HOMO, eV: -12.6216

***

Number 1 is which compound? C30H27BrCl2CrN5O5

***

Number 1 is which compound? C30H27BrCl2CrN5O5